[1]
Density functional theory data (the ωB97M-V functional and the def2-TZVPD basis) for C12H16Cl6O3Re as an isolated structure in a non-equilibrium geometry.

Values from the calculation:
**E_HOMO (spin up / spin down)**: 0.28 / -1.20 eV
**LUMO energy (spin up / spin down)**: 4.817 / 4.816 eV
**Gap between HOMO and LUMO (spin up / spin down)**: 4.5 / 6.0 eV
**Net charge**: -2
**2S+1**: 4

Each line ends with the Mulliken spin population.
Element x y z (Å)
1 C 0.1456 1.3175 -1.5602  0.20
2 C 1.0177 1.4375 -0.4346  -0.10
3 C 0.1941 1.3809 0.7801  0.03
4 C 2.3846 2.0202 -0.4967  -0.02
5 C -1.1609 1.0811 0.3219  0.22
6 C -1.1667 1.0763 -1.0946  0.07
7 C -2.4159 0.8858 -1.8875  -0.01
8 C 0.5711 1.5834 -2.9488  -0.03
9 C 0.4727 2.2066 1.9985  0.02
10 C -2.3763 0.9765 1.1518  -0.04
11 Re 0.7441 -0.6634 0.6303  2.22
12 Cl 2.5784 -0.3758 1.7705  0.16
13 Cl 2.2617 -1.2748 -1.1813  0.02
14 Cl -0.3274 -0.7929 2.6905  0.06
15 H 2.9447 1.6253 -1.3566  0.00
16 H 2.9656 1.8125 0.4080  0.00
17 H 2.3047 3.1113 -0.6311  -0.01
18 H 1.5165 2.1413 2.3080  0.00
19 H -0.1640 1.8858 2.8225  0.00
20 H 0.2440 3.2553 1.7603  0.00
21 H -2.1041 0.9654 2.2086  0.00
22 H -2.9154 0.0440 0.9355  0.01
23 H -3.0710 1.8049 0.9482  0.01
24 H -2.9429 -0.0408 -1.6050  0.00
25 H -2.2071 0.8354 -2.9639  0.00
26 H -3.1208 1.7178 -1.7183  0.00
27 H 1.5656 1.1630 -3.0919  0.01
28 H 0.6270 2.6611 -3.1498  0.02
29 H -0.1170 1.1485 -3.6783  0.00
30 O -0.5904 -1.5303 -0.6725  0.10
31 H -0.0203 -1.8344 -1.4102  0.01
32 Cl 0.3406 -5.4136 3.0996  0.00
33 C 0.4715 -5.1051 1.3575  0.00
34 Cl 2.1443 -5.3762 0.7940  0.00
35 Cl -0.6617 -6.1156 0.4460  0.00
36 C 0.0195 -3.5412 1.1804  0.02
37 O -1.1797 -3.3209 1.2645  0.01
38 O 1.0277 -2.7523 1.0046  -0.01

***

[2]
Density functional theory data (the ωB97M-V functional and the def2-TZVPD basis) for C12H16CuIN4O2S3 as an isolated structure in a non-equilibrium geometry.

Values from the calculation:
**E_HOMO (spin up / spin down)**: -5.48 / -5.47 eV
**LUMO energy (spin up / spin down)**: 2.592 / 1.460 eV
**Gap between HOMO and LUMO (spin up / spin down)**: 8.1 / 6.9 eV
**Net charge**: -1
**2S+1**: 2
**Energy relative to the best compared isomer or geometry (same formula, charge and spin)**: 1.5863 eV

Each line ends with the Mulliken spin population.
Element x y z (Å)
1 Cu 1.3230 -1.4621 0.7029  0.58
2 S -2.6585 3.3318 1.9697  0.00
3 C -2.0237 2.3143 0.8169  0.00
4 S -1.3514 0.7655 1.1871  0.00
5 C -0.8931 0.5124 -0.4853  -0.02
6 N -1.2180 1.5005 -1.2470  0.01
7 N -1.8749 2.4947 -0.5208  0.00
8 C -2.2367 3.6551 -1.2758  0.00
9 C -3.3954 4.3655 -1.0024  0.00
10 C -3.7048 5.4861 -1.7621  0.00
11 C -2.8747 5.8936 -2.7966  0.00
12 C -1.7347 5.1546 -3.0851  0.00
13 C -1.4139 4.0378 -2.3302  0.00
14 S -0.1631 -0.9517 -1.0416  0.17
15 H -4.0499 4.0465 -0.2062  0.00
16 H -4.6097 6.0400 -1.5434  0.00
17 H -3.1139 6.7783 -3.3745  0.00
18 H -1.0879 5.4494 -3.9022  0.00
19 H -0.5378 3.4470 -2.5508  0.00
20 C -0.5506 -4.1813 2.6842  0.00
21 C 0.7588 -3.4264 2.5177  -0.02
22 C 1.5888 -3.4628 3.7868  0.02
23 O 0.4939 -2.0793 2.1659  0.20
24 H -0.3696 -5.2273 2.9538  0.00
25 H -1.1165 -4.1520 1.7497  0.00
26 H -1.1516 -3.7060 3.4671  0.00
27 H 1.3424 -3.9379 1.7354  0.01
28 H 1.0316 -2.9891 4.6027  0.00
29 H 2.5236 -2.9185 3.6370  0.00
30 H 1.8325 -4.4936 4.0608  0.00
31 N 3.2526 -3.2352 -0.9796  0.01
32 C 3.1841 -1.9427 -1.2004  0.00
33 N 3.4650 -1.3871 -2.4308  0.00
34 O 2.8951 -1.1021 -0.2792  0.03
35 H 3.5230 -3.7769 -1.7905  0.00
36 H 3.7822 -3.7677 0.1131  0.00
37 H 3.3485 -1.9729 -3.2398  0.00
38 H 3.1043 -0.4524 -2.5290  0.00
39 I 4.6808 -4.6480 1.4227  0.00

***

[3]
Density functional theory data (the ωB97M-V functional and the def2-TZVPD basis) for a 2-piece molecular cluster, C12H16N2O overall in a non-equilibrium geometry.

Values from the calculation:
**E_HOMO**: -8.16 eV
**LUMO energy**: 0.711 eV
**SMILES string**: CCc1c[nH]cn1.Cc1ccc(O)cc1
**Gap between HOMO and LUMO**: 8.9 eV
**Net charge**: 0
**Energy relative to the best compared isomer or geometry (same formula, charge and spin)**: 1.7532 eV

Each line ends with the natural charge from an NBO analysis.
Element x y z (Å)
1 C 1.0207 3.1256 -0.9940  -0.63
2 C -1.4891 1.5386 1.2915  -0.27
3 C -0.9396 2.0965 0.1641  -0.18
4 C -0.6860 0.8815 2.2370  0.31
5 C 0.4583 2.1548 0.0133  -0.05
6 C 0.6898 0.9348 2.1028  -0.28
7 C 1.2367 1.6054 1.0139  -0.21
8 O -1.1981 0.2976 3.3455  -0.68
9 H -2.5592 1.3879 1.4101  0.21
10 H -1.5714 2.4239 -0.6432  0.21
11 H -2.1458 0.3812 3.4776  0.49
12 H 1.2706 0.4459 2.8724  0.22
13 H 2.1011 3.2383 -0.9698  0.22
14 H 0.7193 4.1431 -0.7274  0.22
15 H 2.2921 1.8535 1.0967  0.22
16 H 0.6205 2.9210 -1.9823  0.22
17 C -0.1543 -1.5746 -2.9202  -0.42
18 C 0.3884 -0.1855 -3.2966  -0.61
19 C -0.1638 -1.7732 -1.4466  0.08
20 C 0.5006 -1.1682 -0.4299  -0.11
21 C 0.0245 -3.2098 0.1514  0.17
22 N -0.5636 -3.0420 -0.9846  -0.46
23 N 0.7758 -2.1274 0.5192  -0.55
24 H -1.1486 -1.6671 -3.3389  0.21
25 H 0.4602 -2.3434 -3.3763  0.22
26 H 1.4708 -0.2032 -3.2033  0.21
27 H 0.8268 -0.1482 -0.3386  0.23
28 H -0.1378 -3.9946 0.8778  0.19
29 H 1.4824 -1.9824 1.2163  0.42
30 H -0.1785 0.5919 -2.7857  0.20
31 H 0.2569 0.0420 -4.3618  0.21

***

Here are the calculated total energy numbers, same order: -96114.279; -108008.207; -17730.372 (eV).